(1)
This record from the OMol25 dataset describes an isolated molecule of C4H4O2 at a distorted geometry. The level of theory is the ωB97M-V functional and the def2-TZVPD basis.

Calculated values
- HOMO level: -8.07 eV
- Total energy: -8302.5990 eV
- E_LUMO: 0.09 eV
- Kohn-Sham gap: 8.17 eV
- Relative energy (zero: lowest compared OMol25 entry of this formula, charge and spin): 103.3 kcal per mole

Each line ends with the Löwdin charge.
CARTESIAN COORDINATES (ANGSTROEM)
C 2.40 0.03 -0.08  -0.151
C 1.51 0.96 0.14  -0.086
C -0.41 -0.33 0.15  -0.097
C -1.84 -0.66 -0.07  -0.112
O 3.37 -0.59 -0.17  0.210
O 0.12 0.81 -0.23  -0.053
H 1.68 1.85 0.55  0.076
H -2.44 0.05 -0.72  0.088
H -2.34 -0.44 0.82  0.056
H -2.04 -1.67 -0.40  0.069


(2)
This record from the OMol25 dataset describes an isolated molecule of C4H4O2S at a distorted geometry. The level of theory is the ωB97M-V functional and the def2-TZVPD basis.

Calculated values
- HOMO level: -9.41 eV
- Total energy: -19139.4041 eV
- E_LUMO: -1.69 eV
- Structure (SMILES): C=COC(=O)C=S
- Kohn-Sham gap: 7.71 eV
- Relative energy (zero: lowest compared OMol25 entry of this formula, charge and spin): 82.7 kcal per mole

Each line ends with the Löwdin charge.
CARTESIAN COORDINATES (ANGSTROEM)
C -1.07 -3.31 0.06  0.019
C -0.33 -2.33 -0.51  -0.162
O -0.50 -1.15 0.23  -0.055
C 0.00 0.03 -0.30  -0.486
O 0.24 0.10 -1.50  0.082
C 0.46 1.09 0.70  -0.498
S 0.61 2.76 0.60  0.687
H -1.04 -4.20 -0.46  0.007
H -1.91 -3.22 1.07  0.175
H 0.14 -2.09 -1.55  0.157
H 0.76 0.84 1.80  0.074


(3)
This record from the OMol25 dataset describes an isolated molecule of C4H4O3 at a distorted geometry. The level of theory is the ωB97M-V functional and the def2-TZVPD basis.

Calculated values
- HOMO level (spin up / spin down): -8.96 / -8.96 eV
- Total energy: -10349.7623 eV
- E_LUMO (spin up / spin down): -1.68 / -1.66 eV
- Kohn-Sham gap (spin up / spin down): 7.28 / 7.30 eV
- Relative energy (zero: lowest compared OMol25 entry of this formula, charge and spin): 125.7 kcal per mole

Each line ends with the Löwdin charge.
CARTESIAN COORDINATES (ANGSTROEM)
C 0.78 -0.39 -0.20  -0.765
C 0.17 0.75 0.57  0.172
C -0.77 -0.95 -0.68  -0.098
C -0.70 1.66 0.81  0.072
O 1.38 -1.37 0.60  0.047
O 1.34 0.02 -1.26  0.016
O -1.80 -0.43 -0.97  0.091
H 2.31 -1.40 0.32  0.119
H -0.55 -1.99 -0.97  0.146
H -0.77 2.16 1.77  0.093
H -1.39 1.94 0.01  0.106


(4)
This record from the OMol25 dataset describes an isolated molecule of C4H4O3. The level of theory is the ωB97M-V functional and the def2-TZVPD basis.

Calculated values
- HOMO level: -9.35 eV
- Total energy: -10351.8332 eV
- E_LUMO: -0.16 eV
- Kohn-Sham gap: 9.19 eV
- Relative energy (zero: lowest compared OMol25 entry of this formula, charge and spin): 77.9 kcal per mole

Each line ends with the Löwdin charge.
CARTESIAN COORDINATES (ANGSTROEM)
C 1.02 -1.29 0.74  0.015
C 0.88 0.20 0.83  -0.458
O 1.67 1.02 1.14  0.174
C -0.54 0.53 -0.81  0.036
O -0.46 0.66 0.48  0.041
C -1.76 1.09 -1.39  -0.269
O -2.73 0.40 -1.65  0.044
H 1.30 -1.65 1.73  0.100
H 1.84 -1.52 0.05  0.103
H 0.11 -1.78 0.40  0.088
H -1.67 2.15 -1.73  0.126


(5)
This record from the OMol25 dataset describes an isolated molecule of C4H4O3 at a distorted geometry. The level of theory is the ωB97M-V functional and the def2-TZVPD basis.

Calculated values
- HOMO level: -10.49 eV
- Total energy: -10352.6637 eV
- E_LUMO: 0.81 eV
- Structure (SMILES): O=C1OC[C@@]12CO2
- Kohn-Sham gap: 11.30 eV
- Relative energy (zero: lowest compared OMol25 entry of this formula, charge and spin): 58.8 kcal per mole

Each line ends with the Löwdin charge.
CARTESIAN COORDINATES (ANGSTROEM)
O 1.28 -1.76 -1.07  0.162
C 1.06 -0.81 -0.40  -0.410
O 1.89 0.23 -0.08  0.044
C 0.85 0.97 0.62  -0.013
C -0.18 -0.14 0.15  -0.305
C -1.53 -0.31 -0.44  -0.021
O -1.24 -0.56 0.94  0.031
H 0.77 2.00 0.26  0.121
H 1.09 0.98 1.70  0.138
H -2.00 -1.21 -0.91  0.142
H -2.00 0.62 -0.78  0.111


(6)
This record from the OMol25 dataset describes an isolated molecule of C4H4O3 at a distorted geometry. The level of theory is the ωB97M-V functional and the def2-TZVPD basis.

Calculated values
- HOMO level: -9.62 eV
- Total energy: -10352.1413 eV
- E_LUMO: -0.64 eV
- Structure (SMILES): CC(=O)C(=O)C=O
- Kohn-Sham gap: 8.99 eV
- Relative energy (zero: lowest compared OMol25 entry of this formula, charge and spin): 70.8 kcal per mole

Each line ends with the Löwdin charge.
CARTESIAN COORDINATES (ANGSTROEM)
C -1.25 -0.66 0.99  0.010
C -0.58 -0.13 -0.24  -0.358
O -1.17 0.29 -1.22  0.119
C 0.93 -0.01 -0.18  -0.367
O 1.68 -0.72 0.48  0.073
C 1.45 1.17 -0.91  -0.155
O 1.48 2.32 -1.12  0.170
H -0.99 -1.72 1.11  0.101
H -2.33 -0.54 0.91  0.094
H -0.89 -0.12 1.87  0.101
H 1.66 0.13 -1.68  0.213


(7)
This record from the OMol25 dataset describes an isolated molecule of C4H4O3 at a distorted geometry. The level of theory is the ωB97M-V functional and the def2-TZVPD basis.

Calculated values
- HOMO level: -9.24 eV
- Total energy: -10350.5640 eV
- E_LUMO: -0.40 eV
- Structure (SMILES): O=CC1(C=O)CO1
- Kohn-Sham gap: 8.84 eV
- Relative energy (zero: lowest compared OMol25 entry of this formula, charge and spin): 107.2 kcal per mole

Each line ends with the Löwdin charge.
CARTESIAN COORDINATES (ANGSTROEM)
O 1.09 0.60 1.59  0.037
C 1.23 -0.16 0.64  -0.188
C 0.10 -0.09 -0.30  -0.342
C -0.77 -0.59 0.87  -0.120
O -0.71 -0.13 2.00  0.082
C -0.27 0.76 -1.46  -0.013
O -0.05 -0.65 -1.58  0.009
H 1.96 -0.98 0.65  0.145
H -1.44 -1.40 0.66  0.139
H -1.30 1.09 -1.61  0.124
H 0.50 1.39 -1.92  0.127


(8)
This record from the OMol25 dataset describes an isolated molecule of C4H4O3S. The level of theory is the ωB97M-V functional and the def2-TZVPD basis.

Calculated values
- HOMO level: -10.47 eV
- Total energy: -21190.0821 eV
- E_LUMO: -1.01 eV
- Structure (SMILES): O=C(O)/C=C/C(=O)S
- Kohn-Sham gap: 9.46 eV
- Relative energy (zero: lowest compared OMol25 entry of this formula, charge and spin): 14.5 kcal per mole

Each line ends with the Löwdin charge.
CARTESIAN COORDINATES (ANGSTROEM)
O -2.49 1.18 -0.01  0.126
C -2.05 0.07 -0.01  -0.515
O -2.87 -1.00 0.00  0.125
C -0.59 -0.24 -0.01  -0.008
C 0.29 0.77 0.00  -0.039
C 1.77 0.63 0.00  -0.756
O 2.50 1.58 0.00  0.040
S 2.42 -1.06 -0.01  0.832
H -2.34 -1.80 0.01  0.097
H -0.25 -1.29 0.01  0.095
H -0.06 1.79 0.02  0.132
H 3.66 -0.63 0.00  -0.131


(9)
This record from the OMol25 dataset describes an isolated molecule of C4H4O3S at a distorted geometry. The level of theory is the ωB97M-V functional and the def2-TZVPD basis.

Calculated values
- HOMO level: -9.09 eV
- Total energy: -21187.7361 eV
- E_LUMO: -0.92 eV
- Structure (SMILES): O=C(O)[C@@H]1O[C@@H]1C=S
- Kohn-Sham gap: 8.17 eV
- Relative energy (zero: lowest compared OMol25 entry of this formula, charge and spin): 68.6 kcal per mole

Each line ends with the Löwdin charge.
CARTESIAN COORDINATES (ANGSTROEM)
O 0.71 -1.03 1.14  0.097
C 1.20 -0.50 0.14  -0.482
O 2.16 -1.17 -0.59  0.056
C 0.70 0.70 -0.39  -0.073
O 0.03 1.73 0.45  0.040
C -0.86 0.88 -0.18  -0.335
C -1.73 -0.08 0.47  -0.652
S -2.96 -0.86 -0.20  0.739
H 2.67 -1.95 -0.10  0.196
H 1.13 0.96 -1.39  0.172
H -1.38 1.39 -0.98  0.132
H -1.66 -0.06 1.63  0.110


(10)
This record from the OMol25 dataset describes an isolated molecule of C4H4O3S at a distorted geometry. The level of theory is the ωB97M-V functional and the def2-TZVPD basis.

Calculated values
- HOMO level: -9.68 eV
- Total energy: -21187.8707 eV
- E_LUMO: -1.29 eV
- Structure (SMILES): O=C(O)[C@@H]1O[C@H]1C=S
- Kohn-Sham gap: 8.39 eV
- Relative energy (zero: lowest compared OMol25 entry of this formula, charge and spin): 65.5 kcal per mole

Each line ends with the Löwdin charge.
CARTESIAN COORDINATES (ANGSTROEM)
O -0.10 2.78 -0.64  0.084
C 0.12 1.96 0.28  -0.481
O 1.13 1.97 1.06  0.176
C -0.77 0.70 0.56  -0.117
O -0.29 -0.15 1.69  -0.031
C 0.04 -0.44 0.19  -0.285
C -0.56 -1.59 -0.38  -0.632
S 0.16 -2.55 -1.43  0.791
H 0.97 1.20 1.61  0.095
H -1.92 0.78 0.58  0.196
H 1.06 -0.17 0.07  0.136
H -1.60 -1.64 -0.17  0.068


(11)
This record from the OMol25 dataset describes an isolated molecule of C4H4OS2 at a distorted geometry. The level of theory is the ωB97M-V functional and the def2-TZVPD basis.

Calculated values
- HOMO level: -8.97 eV
- Total energy: -27928.2822 eV
- E_LUMO: -1.01 eV
- Structure (SMILES): S=C1CCC(=S)O1
- Kohn-Sham gap: 7.96 eV
- Relative energy (zero: lowest compared OMol25 entry of this formula, charge and spin): 43.4 kcal per mole

Each line ends with the Löwdin charge.
CARTESIAN COORDINATES (ANGSTROEM)
S -2.77 -0.53 0.12  0.724
C -1.23 0.10 -0.04  -0.659
C -0.55 1.44 -0.22  -0.186
C 0.92 1.41 0.27  -0.170
C 1.15 -0.01 -0.18  -0.884
S 2.58 -0.66 0.06  0.788
O 0.00 -0.75 -0.23  -0.109
H -0.53 1.63 -1.23  0.094
H -0.97 2.39 0.29  0.153
H 1.45 1.95 -0.43  0.081
H 1.27 1.40 1.40  0.169


(12)
This record from the OMol25 dataset describes C4H4S as an isolated structure at a distorted geometry. The level of theory is the ωB97M-V functional and the def2-TZVPD basis.

Calculated values
- HOMO level: -7.80 eV
- Total energy: -15042.5281 eV
- E_LUMO: -0.01 eV
- Kohn-Sham gap: 7.79 eV
- Relative energy (zero: lowest compared OMol25 entry of this formula, charge and spin): 118.8 kcal per mole

Each line ends with the Löwdin charge.
CARTESIAN COORDINATES (ANGSTROEM)
C -1.13 -0.19 -0.75  -0.055
C -1.23 0.18 0.52  -0.069
C 1.58 0.52 0.04  -0.577
C -0.04 -0.67 0.16  -0.176
S 3.06 -0.06 -0.11  0.618
H -1.66 -0.35 -1.67  0.087
H -1.94 0.82 1.13  0.117
H 1.20 1.44 0.11  -0.043
H 0.15 -1.69 0.56  0.097


Question: Which of these has the lowest relative energy (zero: lowest compared OMol25 entry of this formula, charge and spin)?
Answer: number 8


Question: Which of these has the lowest total energy?
Answer: C4H4OS2


What did the eleventh record say?
This record from the OMol25 dataset describes an isolated molecule of C4H4OS2 at a distorted geometry. The level of theory is the ωB97M-V functional and the def2-TZVPD basis.

Calculated values
- HOMO level: -8.97 eV
- Total energy: -27928.2822 eV
- E_LUMO: -1.01 eV
- Structure (SMILES): S=C1CCC(=S)O1
- Kohn-Sham gap: 7.96 eV
- Relative energy (zero: lowest compared OMol25 entry of this formula, charge and spin): 43.4 kcal per mole

Each line ends with the Löwdin charge.
CARTESIAN COORDINATES (ANGSTROEM)
S -2.77 -0.53 0.12  0.724
C -1.23 0.10 -0.04  -0.659
C -0.55 1.44 -0.22  -0.186
C 0.92 1.41 0.27  -0.170
C 1.15 -0.01 -0.18  -0.884
S 2.58 -0.66 0.06  0.788
O 0.00 -0.75 -0.23  -0.109
H -0.53 1.63 -1.23  0.094
H -0.97 2.39 0.29  0.153
H 1.45 1.95 -0.43  0.081
H 1.27 1.40 1.40  0.169